65
Properties=species:S:1:pos:R:3:lowdin_charge:R:1 method="wB97M-V/def2-TZVPD" homo_lumo_gap_ev="6.17 / 7.29" multiplicity=2 e_lumo_ha="-0.0146 / -0.0146" total_charge=0 e_above_lowest_kcal_mol=12.3 fmax_ev_per_a=1.5
Ir -0.238 1.556 0.293 1.26
O 0.668 3.052 -0.758 -0.28
N 0.335 4.295 -0.359 -0.18
C 1.208 5.262 -0.719 0.00
C 0.954 6.567 -0.414 -0.05
C -0.224 6.877 0.279 -0.06
C -1.078 5.873 0.649 -0.07
C -0.788 4.532 0.342 -0.61
S -1.798 3.207 0.751 0.74
H 2.077 4.898 -1.245 0.14
H 1.665 7.327 -0.700 0.11
H -0.455 7.904 0.531 0.11
H -1.986 6.072 1.200 0.11
C -1.191 -5.615 -1.059 -0.04
C -2.396 -4.903 -0.462 -0.30
C -3.674 -5.298 -1.183 -0.15
C -4.872 -4.602 -0.565 -0.13
C -4.667 -3.113 -0.602 -0.13
C -5.732 -2.249 -0.655 0.06
C -5.519 -0.871 -0.685 -0.25
F -6.597 -0.069 -0.723 0.08
C -4.270 -0.331 -0.679 0.09
C -3.166 -1.197 -0.636 -0.03
C -1.826 -0.635 -0.602 -0.27
O -1.735 0.630 -0.709 -0.18
C -0.756 -1.532 -0.430 -0.03
C -1.030 -2.875 -0.403 0.04
N -2.244 -3.420 -0.511 0.04
C -3.360 -2.583 -0.591 -0.06
C 0.713 -1.155 -0.359 -0.59
O 1.533 -2.055 -0.319 0.07
O 0.994 0.099 -0.463 -0.18
H -1.444 -6.667 -1.191 0.09
H -0.309 -5.572 -0.424 0.08
H -0.938 -5.199 -2.036 0.10
H -2.494 -5.175 0.594 0.16
H -3.779 -6.382 -1.126 0.12
H -3.584 -5.031 -2.240 0.14
H -4.989 -4.932 0.472 0.13
H -5.793 -4.862 -1.087 0.12
H -6.747 -2.626 -0.669 0.13
H -4.114 0.738 -0.701 0.14
H -0.181 -3.536 -0.306 0.13
C 1.035 0.531 4.045 -0.12
S -0.141 1.277 2.973 0.45
O 0.650 2.292 2.195 -0.45
O -1.224 1.766 3.763 -0.28
O -0.532 0.247 1.942 -0.42
H 1.103 1.157 4.930 0.07
H 1.987 0.468 3.524 0.07
H 0.677 -0.463 4.309 0.08
Cl 9.249 0.489 -0.647 0.64
C 7.540 0.819 -0.582 -0.67
C 6.938 1.080 0.643 -0.12
C 5.586 1.342 0.692 -0.04
C 4.788 1.354 -0.478 -0.30
C 3.415 1.628 -0.428 0.09
C 5.444 1.077 -1.703 -0.04
C 6.794 0.815 -1.756 -0.12
H 7.536 1.074 1.545 0.10
H 5.114 1.544 1.646 0.11
H 2.809 1.620 -1.319 0.06
H 2.921 1.808 0.517 0.05
H 4.858 1.066 -2.615 0.11
H 7.282 0.603 -2.698 0.10